(1)
DFT (the ωB97M-V functional and the def2-TZVPD basis) results for the molecule CH4O2P2.

Energy relative to the best compared isomer or geometry (same formula, charge and spin) in kcal/mol: 45.6
Spin multiplicity: 1
Electronic energy in a.u.: -873.64838
HOMO-LUMO gap (spin up / spin down) in eV: 7.307 / 7.196
HOMO energy (spin up / spin down) in eV: -7.47 / -7.43

Geometry (Å):
P 0.96 0.66 -1.22
P -1.97 1.46 -0.29
O -2.07 0.56 1.07
O -0.47 1.17 -0.76
C 1.16 -0.95 -0.25
H 2.00 -0.82 0.54
H -1.40 0.78 1.74
H 0.28 -1.31 0.33
H 1.49 -1.55 -1.17



(2)
DFT (the ωB97M-V functional and the def2-TZVPD basis) results for a cluster of 2 separate species, CH4O2S in total.

Total charge: +1
Energy relative to the best compared isomer or geometry (same formula, charge and spin) in kcal/mol: 41.1
Spin multiplicity: 2
Electronic energy in a.u.: -588.72895
HOMO-LUMO gap (spin up / spin down) in eV: 6.883 / 3.110
HOMO energy (spin up / spin down) in eV: -13.86 / -13.85
<S²>: 0.753

Geometry (Å):
S 2.49 0.85 -1.23
O -1.55 -1.62 1.29
O -1.95 0.50 0.88
C -1.97 -0.65 0.45
H -2.54 -1.10 -0.52
H -1.41 -1.19 2.19
H 2.60 0.77 0.10
H 1.40 0.81 -2.10



(3)
DFT (the ωB97M-V functional and the def2-TZVPD basis) results for a structure of composition CH4O3.

Energy relative to the best compared isomer or geometry (same formula, charge and spin) in kcal/mol: 16.9
Spin multiplicity: 1
Electronic energy in a.u.: -266.20903
HOMO-LUMO gap in eV: 9.803
HOMO energy in eV: -9.90

Geometry (Å):
O 2.07 1.26 2.18
O -1.17 2.67 -0.04
O 0.90 1.89 0.32
C -0.33 2.29 0.73
H 2.37 0.32 2.19
H -0.48 2.21 1.83
H 2.89 1.78 2.36
H 1.42 1.61 1.12



(4)
DFT (the ωB97M-V functional and the def2-TZVPD basis) results for a cluster of 2 separate species, CH4O3 in total.

Energy relative to the best compared isomer or geometry (same formula, charge and spin) in kcal/mol: 5.7
Spin multiplicity: 1
Electronic energy in a.u.: -266.22702
HOMO-LUMO gap in eV: 12.051
HOMO energy in eV: -11.28

Geometry (Å):
O -1.45 -0.07 0.24
O 0.39 0.75 1.21
O 1.21 -0.96 -1.13
C -0.89 0.82 0.82
H 0.27 -0.73 -1.02
H 0.71 0.04 0.62
H 1.15 -1.62 -1.83
H -1.38 1.77 1.08



(5)
DFT (the ωB97M-V functional and the def2-TZVPD basis) results for the molecule CH4O3S2.

Energy relative to the best compared isomer or geometry (same formula, charge and spin) in kcal/mol: 19.1
Spin multiplicity: 1
Electronic energy in a.u.: -1062.49819
HOMO-LUMO gap in eV: 9.602
HOMO energy in eV: -9.61

Geometry (Å):
S -3.49 1.29 -0.84
S -1.19 -0.12 0.30
O -0.87 -1.50 0.26
O -1.93 0.52 -1.12
O -2.00 0.30 1.40
C 0.22 1.02 0.00
H 1.10 0.53 0.38
H -0.01 1.15 -1.06
H -3.26 1.86 0.57
H 0.00 1.99 0.28



(6)
DFT (the ωB97M-V functional and the def2-TZVPD basis) results for the ion CH4O4P with charge -1.

Total charge: -1
Energy relative to the best compared isomer or geometry (same formula, charge and spin) in kcal/mol: 26.4
Spin multiplicity: 1
Electronic energy in a.u.: -682.87513
HOMO-LUMO gap in eV: 8.101
HOMO energy in eV: -3.68

Geometry (Å):
P -0.11 -0.21 -0.90
O 1.29 1.09 1.10
O 0.00 -0.64 1.74
O 1.40 -0.34 -0.92
O -0.67 -1.76 -0.74
C 0.09 0.50 1.23
H -0.62 1.31 1.44
H 1.67 0.50 0.22
H -0.63 -0.18 -2.14
H -0.48 -1.93 0.14



(7)
DFT (the ωB97M-V functional and the def2-TZVPD basis) results for the molecule CH4OP2.

Energy relative to the best compared isomer or geometry (same formula, charge and spin) in kcal/mol: 25.8
Spin multiplicity: 1
Electronic energy in a.u.: -798.37503
HOMO-LUMO gap (spin up / spin down) in eV: 7.648 / 7.649
HOMO energy (spin up / spin down) in eV: -8.45 / -8.46

Geometry (Å):
P -3.27 0.69 -0.08
P -1.38 -0.55 0.09
O -1.60 -2.00 0.40
C 0.56 -0.53 -0.30
H -2.56 1.68 -0.56
H 0.86 0.39 -0.68
H 0.93 -0.89 0.62
H 0.69 -1.33 -0.90



(8)
DFT (the ωB97M-V functional and the def2-TZVPD basis) results for a cluster of 2 separate species, CH4OS2 in total.

Energy relative to the best compared isomer or geometry (same formula, charge and spin) in kcal/mol: 70.6
Spin multiplicity: 1
Electronic energy in a.u.: -911.97909
HOMO-LUMO gap (spin up / spin down) in eV: 7.510 / 7.265
HOMO energy (spin up / spin down) in eV: -8.41 / -8.36

Geometry (Å):
S -0.75 -1.59 -3.07
S 0.10 -0.26 1.76
O 0.11 -0.38 -2.36
C -0.27 0.66 -1.69
H 1.11 -0.55 0.94
H 0.64 1.11 -1.23
H -0.25 -1.44 2.29
H -1.36 0.98 -1.50



(9)
DFT (the ωB97M-V functional and the def2-TZVPD basis) results for the molecule CH4P2.

Energy relative to the best compared isomer or geometry (same formula, charge and spin) in kcal/mol: 20.1
Spin multiplicity: 1
Electronic energy in a.u.: -723.11490
HOMO-LUMO gap in eV: 8.678
HOMO energy in eV: -8.76

Geometry (Å):
P 0.47 -1.16 -0.83
P -1.67 0.96 0.14
C -0.11 0.30 -0.06
H 1.76 -1.11 0.00
H 0.81 0.96 0.24
H -0.17 -2.10 -0.13
H -1.08 2.15 0.65



(10)
DFT (the ωB97M-V functional and the def2-TZVPD basis) results for a cluster of 2 separate species, CH4P2S3 in total.

Energy relative to the best compared isomer or geometry (same formula, charge and spin) in kcal/mol: 41.4
Spin multiplicity: 1
Electronic energy in a.u.: -1917.73954
HOMO-LUMO gap in eV: 6.931
HOMO energy in eV: -8.74

Geometry (Å):
S 1.56 0.75 -2.03
S -0.75 1.08 1.68
S 2.43 1.47 2.32
P 1.17 0.28 1.47
P 2.22 -0.93 -2.73
C -1.74 -0.03 0.59
H -2.11 0.37 -0.35
H 1.09 -1.63 -2.19
H -1.27 -0.90 0.19
H -2.60 -0.48 1.04



(11)
DFT (the ωB97M-V functional and the def2-TZVPD basis) results for a structure of composition CH4S2.

Energy relative to the best compared isomer or geometry (same formula, charge and spin) in kcal/mol: 49.3
Spin multiplicity: 1
Electronic energy in a.u.: -836.78762
HOMO-LUMO gap in eV: 7.240
HOMO energy in eV: -9.38

Geometry (Å):
S -0.46 -1.16 -0.15
S -2.47 0.67 0.06
C 1.00 -0.19 0.23
H 0.73 0.78 0.62
H -1.99 0.65 -1.21
H 1.57 -0.19 -0.58
H 1.62 -0.57 1.04



(12)
DFT (the ωB97M-V functional and the def2-TZVPD basis) results for a cluster of 2 separate species, CH4S3 in total.

Energy relative to the best compared isomer or geometry (same formula, charge and spin) in kcal/mol: 29.6
Spin multiplicity: 1
Electronic energy in a.u.: -1235.00562
HOMO-LUMO gap in eV: 8.270
HOMO energy in eV: -8.68

Geometry (Å):
S -2.08 1.97 1.50
S 1.82 -0.90 -0.77
S -1.30 -0.39 -0.13
C -0.95 1.07 0.63
H 0.04 1.48 0.78
H 3.00 -0.49 -1.50
H 2.05 -2.19 -0.84
H -2.57 -0.55 0.35



(13)
DFT (the ωB97M-V functional and the def2-TZVPD basis) results for the molecule CH4S4.

Energy relative to the best compared isomer or geometry (same formula, charge and spin) in kcal/mol: 7.8
Spin multiplicity: 1
Electronic energy in a.u.: -1633.21250
HOMO-LUMO gap in eV: 8.178
HOMO energy in eV: -8.45

Geometry (Å):
S 0.43 1.76 -0.76
S 2.49 0.61 1.03
S 0.23 -0.08 -1.08
S 1.75 -1.09 0.37
C -1.47 -0.47 -0.53
H -2.17 -0.02 -1.15
H -1.51 -1.55 -0.62
H 1.74 0.91 2.15
H -1.49 -0.08 0.59



(14)
DFT (the ωB97M-V functional and the def2-TZVPD basis) results for a cluster of 2 separate species, CH4SSi in total.

Energy relative to the best compared isomer or geometry (same formula, charge and spin) in kcal/mol: 79.3
Spin multiplicity: 1
Electronic energy in a.u.: -728.02356
HOMO-LUMO gap in eV: 7.570
HOMO energy in eV: -8.34

Geometry (Å):
S -2.57 -1.85 -0.07
Si 0.25 -0.26 0.04
C -1.56 -0.65 -0.21
H -2.35 0.95 -0.70
H 0.32 1.08 0.60
H 0.82 -1.26 0.95
H 0.86 -0.37 -1.29



(15)
DFT (the ωB97M-V functional and the def2-TZVPD basis) results for a cluster of 2 separate species, CH4Se in total.

Energy relative to the best compared isomer or geometry (same formula, charge and spin) in kcal/mol: 99.3
Spin multiplicity: 1
Electronic energy in a.u.: -2441.73841
HOMO-LUMO gap (spin up / spin down) in eV: 9.246 / 7.681
HOMO energy (spin up / spin down) in eV: -9.36 / -8.05

Geometry (Å):
Se 1.82 0.12 0.00
C 0.00 0.53 -0.20
H 1.55 -0.90 0.94
H -0.28 1.12 -0.95
H -1.31 -1.40 -0.67
H -0.53 0.57 0.65



(16)
DFT (the ωB97M-V functional and the def2-TZVPD basis) results for a structure of composition CH5B3FHgNO3.

Total charge: +2
Spin multiplicity: 1
Electronic energy in a.u.: -648.96688
HOMO-LUMO gap in eV: 7.474
HOMO energy in eV: -20.37

Geometry (Å):
Hg 1.05 -1.31 -1.79
F -1.46 -2.09 -1.47
O -2.06 -0.77 0.42
O -1.20 1.35 0.61
O -0.57 0.07 -1.23
N 1.87 -0.54 0.32
C 1.40 0.86 0.21
B -1.45 -0.99 -0.73
B -0.17 0.87 -0.10
B -2.30 0.54 0.85
H 1.90 -0.97 1.25
H 1.54 1.49 1.10
H -3.33 0.90 1.29
H 2.77 -0.68 -0.12
H 2.01 1.27 -0.60



(17)
DFT (the ωB97M-V functional and the def2-TZVPD basis) results for the molecule CH5BO.

Energy relative to the best compared isomer or geometry (same formula, charge and spin) in kcal/mol: 73.1
Spin multiplicity: 1
Electronic energy in a.u.: -141.11251
HOMO-LUMO gap in eV: 11.132
HOMO energy in eV: -10.54

Geometry (Å):
O -0.85 -0.48 0.13
C -0.18 0.78 0.19
B 0.66 -0.51 0.15
H 1.10 -0.75 -0.90
H -0.20 1.24 -0.74
H 1.21 -1.02 1.03
H -0.66 1.44 0.88
H -1.08 -0.71 -0.72



(18)
DFT (the ωB97M-V functional and the def2-TZVPD basis) results for a cluster of 2 separate species, CH5BO in total.

Energy relative to the best compared isomer or geometry (same formula, charge and spin) in kcal/mol: 93.9
Spin multiplicity: 1
Electronic energy in a.u.: -141.07933
HOMO-LUMO gap (spin up / spin down) in eV: 8.652 / 8.653
HOMO energy (spin up / spin down) in eV: -9.42 / -9.42

Geometry (Å):
O 0.57 -0.75 0.08
C -1.43 -0.14 0.04
B 1.44 0.18 0.01
H -1.61 -0.45 -0.93
H -1.57 -0.89 0.94
H -1.15 0.85 0.00
H 2.47 -0.15 0.22
H 1.28 1.36 -0.37



(19)
DFT (the ωB97M-V functional and the def2-TZVPD basis) results for the ion CH5BrN with charge +1.

Total charge: +1
Energy relative to the best compared isomer or geometry (same formula, charge and spin) in kcal/mol: 7.9
Spin multiplicity: 1
Electronic energy in a.u.: -2669.56584
HOMO-LUMO gap in eV: 10.868
HOMO energy in eV: -15.39

Geometry (Å):
Br 0.90 -1.62 -1.22
N -0.51 -0.02 0.56
C 0.29 0.26 -0.61
H -0.10 0.86 -1.41
H 1.22 0.70 -0.25
H -1.25 -0.74 0.57
H 0.28 -0.35 1.22
H -0.83 0.90 1.14



(20)
DFT (the ωB97M-V functional and the def2-TZVPD basis) results for a cluster of 2 separate species, CH5BrN2 in total.

Energy relative to the best compared isomer or geometry (same formula, charge and spin) in kcal/mol: 18.6
Spin multiplicity: 1
Electronic energy in a.u.: -2724.52689
HOMO-LUMO gap in eV: 9.865
HOMO energy in eV: -9.63

Geometry (Å):
Br 2.93 -2.24 -0.68
N 1.45 -2.31 -1.79
N 1.17 -1.36 -2.48
C -0.12 0.08 0.58
H -0.68 0.73 1.14
H 0.54 -0.51 1.09
H -0.73 -0.58 0.02
H 0.39 0.78 0.03
H 0.27 -1.48 -2.90